13 unconnected molecules or ions with the total composition H27O13 in a non-equilibrium geometry, computed with the ωB97M-V functional and the def2-TZVPD basis.

Computed properties:
- total charge = +1
- molecular weight (u) = 235.2
- HOMO (eV) = -14.24
- strongest force on any atom (eV/Å) = 1.7
- energy relative to the best compared isomer or geometry (same formula, charge and spin) (kcal/mol) = 29.38
- multiplicity = 1
- gap between HOMO and LUMO (Eh) = 0.4163

CARTESIAN COORDINATES (ANGSTROEM)
O (3.609, -0.634, -0.402)
H (-0.491, 2.822, 3.286)
H (0.318, -1.228, 1.690)
O (1.180, -1.310, 1.184)
H (1.284, 0.589, -0.893)
H (-3.076, 0.936, -0.291)
O (-1.636, 0.733, -2.599)
H (-0.053, 1.083, -1.560)
O (-2.267, 1.378, -0.015)
H (-3.066, -2.574, -2.193)
H (-1.737, 0.709, 0.442)
O (-2.011, -3.304, 1.153)
H (4.391, -0.943, 0.081)
H (0.620, 2.117, 0.293)
O (1.965, 0.894, 2.275)
H (-1.865, -3.430, -2.422)
H (1.800, 0.288, 1.510)
O (-1.334, -0.938, 2.104)
H (-1.884, 3.434, 2.592)
H (-1.464, -0.416, 2.904)
O (0.376, -2.052, -2.111)
H (-0.422, -2.501, -1.783)
H (-1.199, -3.141, 0.665)
O (-2.296, -2.915, -1.724)
H (2.514, 0.379, 2.879)
H (1.101, -1.941, 0.463)
O (2.600, 1.515, -2.865)
H (2.255, 0.722, -3.291)
H (2.099, 1.598, -2.042)
O (0.459, 1.095, -0.699)
H (0.397, -1.298, -1.513)
H (4.086, -0.464, -1.239)
O (0.729, 2.913, 0.995)
H (-2.662, -3.635, 0.528)
H (-1.899, -1.721, 2.176)
O (-1.152, 2.808, 2.580)
H (-2.138, 0.052, -3.086)
H (-0.169, 3.247, 1.387)
H (1.445, 2.713, 1.629)
H (-2.230, 0.920, -1.843)

These are the natural (NBO) partial charges, in e, on atoms 1 to 6: atom 1 (O): -0.959, atom 2 (H): 0.511, atom 3 (H): 0.513, atom 4 (O): -1.007, atom 5 (H): 0.506, atom 6 (H): 0.471

***

14 unconnected molecules or ions with the total composition H27O14 in a non-equilibrium geometry, computed with the ωB97M-V functional and the def2-TZVPD basis.

Computed properties:
- total charge = -1
- molecular weight (u) = 251.2
- HOMO (eV) = -6.65
- strongest force on any atom (eV/Å) = 9.4
- energy relative to the best compared isomer or geometry (same formula, charge and spin) (kcal/mol) = 152.29
- multiplicity = 1
- gap between HOMO and LUMO (Eh) = 0.3395

CARTESIAN COORDINATES (ANGSTROEM)
O (-0.116, 1.708, -2.173)
H (0.753, 1.424, -2.188)
O (0.867, -1.207, 1.700)
H (-3.396, 2.750, -2.556)
H (0.025, -0.429, -1.347)
O (2.027, -0.550, 4.053)
H (0.080, -1.881, -2.320)
H (-1.900, 1.709, -0.852)
O (-1.742, 2.207, -0.068)
H (0.307, -4.534, -2.017)
H (-0.792, 2.126, 0.051)
O (0.826, 0.743, -0.104)
H (0.455, 3.257, 0.430)
H (0.633, -0.796, 0.776)
O (2.907, -1.214, -1.647)
H (3.526, -0.557, -1.532)
H (2.154, -1.282, -1.092)
O (-2.516, 2.723, -2.648)
H (-1.374, -4.745, 0.000)
H (-2.079, 2.452, -1.735)
O (0.112, -1.518, -1.315)
H (2.365, 0.346, 3.971)
H (1.152, 0.224, -0.922)
O (3.002, 1.838, -0.920)
H (2.044, 1.399, -0.478)
H (1.366, -0.829, 3.469)
O (-1.017, -1.446, 3.276)
H (-0.570, -1.139, 3.981)
H (-0.698, -0.935, 2.552)
O (-3.738, 2.149, 1.823)
H (-3.362, 2.802, 2.225)
H (-3.460, 2.201, 0.904)
O (0.877, 3.135, 1.289)
H (1.333, 2.314, 1.266)
H (0.107, 2.355, -2.864)
O (-2.132, -4.378, 0.414)
H (3.311, 2.478, -0.450)
H (-1.814, -3.903, 1.201)
O (-0.038, -4.701, -2.931)
H (1.473, -1.828, 1.433)
H (-0.959, -4.472, -2.657)

These are the natural (NBO) partial charges, in e, on atoms 1 to 6: atom 1 (O): -0.945, atom 2 (H): 0.475, atom 3 (O): -1.015, atom 4 (H): 0.451, atom 5 (H): 0.510, atom 6 (O): -0.989

***

A molecular structure, H28KrO14 in a non-equilibrium geometry, computed with the ωB97M-V functional and the def2-TZVPD basis.

Computed properties:
- total charge = 0
- molecular weight (u) = 336.0
- HOMO (eV) = -10.13
- strongest force on any atom (eV/Å) = 1.5
- energy relative to the best compared isomer or geometry (same formula, charge and spin) (kcal/mol) = 21.00
- multiplicity = 1
- gap between HOMO and LUMO (Eh) = 0.3544

CARTESIAN COORDINATES (ANGSTROEM)
Kr (-0.105, 0.016, -0.066)
O (2.222, -1.647, 2.645)
H (3.059, -2.099, 2.746)
H (2.331, -1.113, 1.858)
O (1.751, 3.885, 1.165)
H (1.200, 3.220, 1.577)
H (2.240, 3.410, 0.493)
O (1.149, 1.412, 2.954)
H (0.320, 0.999, 3.197)
H (1.365, 1.972, 3.700)
O (0.809, -3.716, 1.477)
H (1.399, -3.131, 1.952)
H (1.036, -3.591, 0.556)
O (-3.581, 1.461, 1.675)
H (-2.936, 0.945, 2.159)
H (-4.068, 0.816, 1.163)
O (-2.560, -1.094, -2.660)
H (-2.301, -1.883, -2.185)
H (-3.258, -0.712, -2.129)
O (0.734, -3.311, -1.168)
H (0.989, -4.226, -1.288)
H (1.495, -2.809, -1.460)
O (3.420, -0.211, 0.332)
H (3.294, 0.618, -0.130)
H (3.433, -0.872, -0.360)
O (2.672, 2.058, -0.858)
H (3.423, 2.319, -1.391)
H (1.910, 2.363, -1.351)
O (-2.235, -1.458, 2.003)
H (-2.126, -1.874, 1.148)
H (-1.426, -1.660, 2.474)
O (-0.815, 1.369, -3.500)
H (-0.577, 0.865, -4.279)
H (-1.225, 0.731, -2.917)
O (-2.129, -3.064, -0.894)
H (-2.739, -3.571, -1.430)
H (-1.274, -3.212, -1.298)
O (-2.008, 2.820, -0.139)
H (-2.700, 2.845, -0.800)
H (-2.299, 2.158, 0.489)
O (0.320, 3.260, -1.819)
H (-0.273, 3.033, -1.104)
H (0.064, 2.680, -2.536)

These are the natural (NBO) partial charges, in e, on atoms 1 to 6: atom 1 (Kr): -0.001, atom 2 (O): -0.957, atom 3 (H): 0.471, atom 4 (H): 0.504, atom 5 (O): -0.968, atom 6 (H): 0.474

***

A molecular structure, H28MnO15P in a non-equilibrium geometry, computed with the ωB97M-V functional and the def2-TZVPD basis.

Computed properties:
- total charge = +5
- molecular weight (u) = 354.1
- HOMO (alpha / beta) (eV) = -24.21 / -24.21
- strongest force on any atom (eV/Å) = 3.9
- energy relative to the best compared isomer or geometry (same formula, charge and spin) (kcal/mol) = 8.22
- multiplicity = 6
- gap between HOMO and LUMO (alpha / beta) (Eh) = 0.2652 / 0.2650

CARTESIAN COORDINATES (ANGSTROEM)
O (-2.271, 0.402, -3.241)
H (-1.888, 0.022, -2.361)
H (-1.620, 0.188, -3.932)
H (-3.174, 0.071, -3.448)
O (1.554, 2.169, -1.893)
H (1.274, 1.351, -1.332)
H (1.629, 1.836, -2.809)
H (2.432, 2.508, -1.601)
O (-3.237, -1.853, 0.039)
H (-2.439, -1.362, -0.406)
H (-3.488, -1.316, 0.815)
H (-3.004, -2.772, 0.271)
O (3.381, -1.168, -1.590)
H (3.108, -1.613, -2.412)
H (3.975, -0.418, -1.818)
H (2.557, -0.785, -1.088)
O (-0.282, -2.595, -2.500)
H (0.369, -2.167, -3.085)
H (0.186, -3.286, -1.993)
H (-0.692, -1.847, -1.889)
O (0.937, -3.281, 1.705)
H (1.134, -3.912, 0.993)
H (0.509, -3.771, 2.442)
H (0.335, -2.450, 1.440)
Mn (-1.123, 0.207, 2.493)
P (-0.154, -0.177, 0.007)
O (-1.236, -0.664, -1.097)
O (-0.666, 1.101, 0.763)
O (1.313, -0.051, -0.497)
O (-0.330, -1.201, 1.174)
O (0.725, 0.228, 3.600)
H (1.100, 0.376, 4.484)
H (1.502, 0.121, 3.016)
O (2.590, 0.676, 1.696)
H (3.433, 0.260, 1.476)
H (1.981, 0.445, 0.971)
O (0.620, 3.336, 1.070)
H (0.057, 2.562, 0.897)
H (0.555, 3.886, 0.280)
O (-2.669, 2.475, -0.363)
H (-2.210, 3.256, -0.696)
H (-1.975, 1.883, -0.046)
O (-1.588, 2.149, 3.222)
H (-0.941, 2.866, 3.343)
H (-2.267, 2.315, 3.899)

These are the natural (NBO) partial charges, in e, on atoms 1 to 6: atom 1 (O): -0.768, atom 2 (H): 0.553, atom 3 (H): 0.553, atom 4 (H): 0.599, atom 5 (O): -0.766, atom 6 (H): 0.548

***

14 unconnected molecules or ions with the total composition H28N4O22S4 in a non-equilibrium geometry, computed with the ωB97M-V functional and the def2-TZVPD basis.

Computed properties:
- total charge = -4
- molecular weight (u) = 564.5
- HOMO (eV) = 2.56
- strongest force on any atom (eV/Å) = 5.1
- multiplicity = 1
- gap between HOMO and LUMO (Eh) = 0.0563

CARTESIAN COORDINATES (ANGSTROEM)
N (-3.385, 3.781, -0.477)
H (-3.586, 2.868, -0.860)
H (-3.854, 4.497, -1.013)
H (-2.393, 3.842, -0.657)
H (-3.517, 3.900, 0.517)
N (0.386, -0.318, -0.369)
H (0.196, 0.228, 0.459)
H (-0.548, -0.422, -0.738)
H (0.708, -1.265, -0.233)
H (0.960, 0.093, -1.092)
N (5.156, 2.880, 0.812)
H (4.346, 3.130, 1.361)
H (5.369, 1.963, 1.178)
H (5.863, 3.590, 0.946)
H (4.778, 2.855, -0.125)
N (-3.903, -2.400, 2.236)
H (-4.191, -2.467, 1.270)
H (-4.644, -2.536, 2.908)
H (-3.705, -1.412, 2.299)
H (-3.028, -2.902, 2.293)
S (1.343, 3.479, -3.265)
O (2.300, 2.655, -2.523)
O (2.017, 4.442, -4.140)
O (0.595, 2.615, -4.137)
O (0.519, 4.219, -2.292)
S (-3.255, 2.244, 4.037)
O (-4.506, 1.561, 4.201)
O (-2.459, 1.433, 3.166)
O (-3.525, 3.547, 3.542)
O (-2.615, 2.349, 5.388)
S (0.289, -5.340, 0.825)
O (1.291, -4.413, 0.311)
O (-0.614, -5.722, -0.232)
O (0.853, -6.593, 1.373)
O (-0.279, -4.568, 1.911)
S (-5.278, -0.545, -2.386)
O (-3.936, -0.131, -1.905)
O (-5.249, -0.680, -3.852)
O (-5.729, -1.802, -1.714)
O (-6.220, 0.606, -2.091)
O (-1.170, -1.329, -5.065)
H (-0.851, -0.452, -4.853)
H (-2.108, -1.294, -4.882)
O (1.712, 2.871, 3.459)
H (1.317, 3.743, 3.482)
H (1.049, 2.297, 3.843)
O (1.782, -1.865, 4.590)
H (1.906, -2.311, 5.429)
H (1.314, -2.500, 4.048)
O (3.420, -4.671, -3.315)
H (4.304, -4.980, -3.116)
H (3.105, -4.298, -2.492)
O (4.670, -1.258, 1.389)
H (3.801, -1.359, 1.777)
H (4.647, -1.803, 0.602)
O (4.776, -0.396, -4.006)
H (5.567, 0.092, -4.235)
H (4.208, 0.251, -3.587)

These are the natural (NBO) partial charges, in e, on atoms 1 to 6: atom 1 (N): -0.861, atom 2 (H): 0.491, atom 3 (H): 0.426, atom 4 (H): 0.456, atom 5 (H): 0.473, atom 6 (N): -0.872

***

Please write out number 2 again, unchanged.
14 unconnected molecules or ions with the total composition H27O14 in a non-equilibrium geometry, computed with the ωB97M-V functional and the def2-TZVPD basis.

Computed properties:
- total charge = -1
- molecular weight (u) = 251.2
- HOMO (eV) = -6.65
- strongest force on any atom (eV/Å) = 9.4
- energy relative to the best compared isomer or geometry (same formula, charge and spin) (kcal/mol) = 152.29
- multiplicity = 1
- gap between HOMO and LUMO (Eh) = 0.3395

CARTESIAN COORDINATES (ANGSTROEM)
O (-0.116, 1.708, -2.173)
H (0.753, 1.424, -2.188)
O (0.867, -1.207, 1.700)
H (-3.396, 2.750, -2.556)
H (0.025, -0.429, -1.347)
O (2.027, -0.550, 4.053)
H (0.080, -1.881, -2.320)
H (-1.900, 1.709, -0.852)
O (-1.742, 2.207, -0.068)
H (0.307, -4.534, -2.017)
H (-0.792, 2.126, 0.051)
O (0.826, 0.743, -0.104)
H (0.455, 3.257, 0.430)
H (0.633, -0.796, 0.776)
O (2.907, -1.214, -1.647)
H (3.526, -0.557, -1.532)
H (2.154, -1.282, -1.092)
O (-2.516, 2.723, -2.648)
H (-1.374, -4.745, 0.000)
H (-2.079, 2.452, -1.735)
O (0.112, -1.518, -1.315)
H (2.365, 0.346, 3.971)
H (1.152, 0.224, -0.922)
O (3.002, 1.838, -0.920)
H (2.044, 1.399, -0.478)
H (1.366, -0.829, 3.469)
O (-1.017, -1.446, 3.276)
H (-0.570, -1.139, 3.981)
H (-0.698, -0.935, 2.552)
O (-3.738, 2.149, 1.823)
H (-3.362, 2.802, 2.225)
H (-3.460, 2.201, 0.904)
O (0.877, 3.135, 1.289)
H (1.333, 2.314, 1.266)
H (0.107, 2.355, -2.864)
O (-2.132, -4.378, 0.414)
H (3.311, 2.478, -0.450)
H (-1.814, -3.903, 1.201)
O (-0.038, -4.701, -2.931)
H (1.473, -1.828, 1.433)
H (-0.959, -4.472, -2.657)

These are the natural (NBO) partial charges, in e, on atoms 1 to 6: atom 1 (O): -0.945, atom 2 (H): 0.475, atom 3 (O): -1.015, atom 4 (H): 0.451, atom 5 (H): 0.510, atom 6 (O): -0.989